(1)
A 2-piece molecular cluster, C3H8N3O overall in a non-equilibrium geometry. Source: OMol25; level of theory: the ωB97M-V functional and the def2-TZVPD basis.

XYZ file:
```
15
C3H8N3O | OMol25 | the ωB97M-V functional and the def2-TZVPD basis
C -1.84093 -0.06788 0.21776
C 2.17738 0.43440 -0.72025
C 2.42394 -0.13703 0.62981
N -2.99686 -0.55503 -0.13901
N -0.73923 -0.75744 0.48150
N 1.35085 0.68727 0.37993
O -1.67814 1.25214 0.23051
H 2.76335 1.30188 -1.02479
H 1.73846 0.12123 -1.68678
H 1.86718 -1.05335 0.79901
H 3.22332 0.32355 1.09293
H -3.20790 -1.48066 -0.26787
H -3.66523 0.13878 -0.36623
H -0.67101 -1.68655 0.12026
H -0.74519 1.47868 0.25323
```

Summary:
calculated total energy = -358.1833 Ha
F_max = 4.04 eV/Å
highest occupied orbital energy (alpha / beta) = -15.21 / -14.10 eV
charge = +1

***

(2)
A 2-piece molecular cluster, C2H8N4O overall in a non-equilibrium geometry. Source: OMol25; level of theory: the ωB97M-V functional and the def2-TZVPD basis.

XYZ file:
```
15
C2H8N4O | OMol25 | the ωB97M-V functional and the def2-TZVPD basis
C -0.89234 -0.39758 0.28183
C 1.65016 -0.27799 0.30020
N 1.21959 1.66384 -1.35368
N -1.40347 -1.34740 -0.56081
N -1.79054 0.41637 0.92541
O 2.75851 -0.62958 0.94658
N 0.50982 -0.73311 0.63864
H 2.60618 -1.35871 1.57805
H 0.56358 1.15991 -0.69673
H 1.07409 1.35172 -2.30486
H 0.95772 2.63630 -1.15888
H -0.71790 -2.09655 -0.68989
H -2.37811 -1.60148 -0.49503
H -1.40676 1.09105 1.56610
H -2.75056 0.12323 1.02306
```

Summary:
calculated total energy = -375.1376 Ha
F_max = 5.16 eV/Å
highest occupied orbital energy = -6.10 eV
charge = 0

***

(3)
A 10-piece molecular cluster, C42H98ClIN4O15PS overall in a non-equilibrium geometry. Source: OMol25; level of theory: the ωB97M-V functional and the def2-TZVPD basis.

XYZ file:
```
163
C42H98ClIN4O15PS | OMol25 | the ωB97M-V functional and the def2-TZVPD basis
C 5.83519 2.27295 2.46220
C 6.77956 1.67783 1.33070
C 6.11554 0.55390 0.42692
C 5.45562 -0.64575 1.26934
C 4.06686 -1.12012 0.66446
C 3.53141 -2.49509 1.31314
C 2.63206 -3.28763 0.25099
C 1.47484 -4.15225 0.91168
C 0.20305 -4.36731 -0.06299
C -1.01920 -3.64099 0.64398
C -2.37496 -3.62231 -0.18340
C -2.69213 -2.25592 -0.92800
C -2.71632 -0.96962 -0.01761
C -1.90381 0.32547 -0.52866
N -1.96313 0.30387 -1.96114
C -2.96573 0.28405 -2.69068
O -4.07007 0.16527 -3.15074
C -0.27726 0.06306 -0.39810
O 0.14601 -1.20627 -0.95284
C 0.91741 -1.02280 -2.09186
N 1.36208 -0.96643 -3.19758
O 0.28471 0.18639 0.87229
C -0.54213 0.40653 1.98389
I 0.89059 1.22290 3.47348
C -1.88919 1.35032 1.77409
S -1.37879 2.80163 2.78471
O -2.88383 0.64928 2.50521
C -2.82392 0.56588 3.91181
C -3.85791 -0.61531 4.32681
N -2.24123 1.58750 0.30762
C -3.66161 2.00435 -0.00697
C -4.82297 2.38671 0.96661
C -4.62997 3.37512 2.16913
Cl -5.86157 0.94024 1.52508
P -1.28463 3.05800 -0.22462
N -1.24381 3.26777 -1.80951
O -1.96704 4.51382 0.32271
O 0.33072 3.07419 0.19215
H 4.77274 2.46077 2.10947
H 6.24341 3.29256 2.77252
H 5.89544 1.60418 3.36955
H 7.02328 2.54716 0.62888
H 7.77631 1.37349 1.78191
H 6.94817 0.13781 -0.23138
H 5.37900 1.04808 -0.27491
H 6.17697 -1.52029 1.16257
H 5.41373 -0.39548 2.36877
H 3.31086 -0.27721 0.76342
H 4.23032 -1.25625 -0.45785
H 2.97025 -2.19221 2.24510
H 4.47399 -3.07564 1.58314
H 3.31049 -4.00192 -0.30512
H 2.25733 -2.51649 -0.48273
H 1.11603 -3.55292 1.81659
H 1.88784 -5.12031 1.31625
H -0.01871 -5.48545 -0.02889
H 0.40011 -4.02225 -1.11957
H -1.23422 -4.22741 1.60010
H -0.67175 -2.60879 0.95032
H -2.36938 -4.48741 -0.91632
H -3.24771 -3.83756 0.52262
H -2.00482 -2.21030 -1.83612
H -3.73456 -2.38248 -1.37659
H -3.81475 -0.73040 0.19098
H -2.34139 -1.33252 0.99887
H 0.24071 0.82892 -1.07540
H -0.82566 -0.60550 2.42946
H -2.32067 3.27395 3.65515
H -1.85768 0.26601 4.40815
H -3.21806 1.46049 4.50534
H -4.57117 -0.23765 5.13219
H -4.52721 -0.80476 3.42304
H -3.32668 -1.54397 4.67614
H -4.20699 1.21968 -0.63821
H -3.63701 2.88503 -0.74452
H -5.60670 2.91629 0.31859
H -3.94410 4.25068 2.00716
H -4.37094 2.75545 3.08971
H -5.65249 3.81970 2.41070
H -1.71828 2.52231 -2.27101
H -1.34879 5.20416 -0.01996
H 0.70664 3.86520 -0.26522
C -7.32411 -3.61835 -1.16156
C -6.99179 -3.02945 0.19497
O -5.74166 -2.34440 0.13991
H -6.54216 -4.31165 -1.48021
H -8.27697 -4.15091 -1.13334
H -7.38318 -2.83286 -1.92085
H -6.91226 -3.81796 0.94488
H -7.76497 -2.32479 0.51530
H -5.82472 -1.64339 -0.51982
C 11.87709 2.14293 1.50747
C 10.73054 3.06053 1.13390
O 9.88878 3.28771 2.26228
H 11.49840 1.18669 1.87623
H 12.52381 1.95752 0.65068
H 12.47575 2.58147 2.31215
H 10.12378 2.61165 0.34804
H 11.10417 4.02501 0.77406
H 10.42809 3.69373 2.95222
C 3.11070 1.83291 -5.26925
C 3.90133 0.90707 -6.17272
O 4.18642 -0.31114 -5.49727
H 3.66920 2.04517 -4.35432
H 2.88872 2.77642 -5.77359
H 2.16901 1.36532 -4.96752
H 4.85023 1.36595 -6.45500
H 3.34191 0.68116 -7.08633
H 3.34175 -0.71486 -5.25890
C -4.37619 7.63788 4.29471
C -4.85745 7.21140 2.92170
O -5.92836 6.27903 3.03889
H -4.04184 6.77106 4.87014
H -3.55053 8.34842 4.21616
H -5.18697 8.10344 4.86115
H -4.05048 6.72746 2.36697
H -5.20374 8.07414 2.34476
H -6.64248 6.71471 3.52147
C -10.27981 -0.91972 -0.19840
C -9.86820 -0.21750 -1.47744
O -9.73015 1.18113 -1.25072
H -11.22453 -0.51718 0.17343
H -10.39425 -1.99386 -0.36239
H -9.53408 -0.76079 0.58648
H -10.62308 -0.35894 -2.25201
H -8.91499 -0.60972 -1.84878
H -9.05465 1.30087 -0.57157
C -3.94092 -2.24969 -6.22075
C -5.01413 -1.25426 -6.58720
O -5.83366 -1.00686 -5.45178
H -4.38283 -3.18712 -5.87573
H -3.29052 -2.45925 -7.07309
H -3.33089 -1.86387 -5.39838
H -5.64226 -1.64345 -7.39001
H -4.57837 -0.30670 -6.92101
H -5.25000 -0.65013 -4.76013
C 2.05862 -0.67337 7.80303
C 1.26099 -1.06642 6.57515
O 0.06478 -1.73921 6.95658
H 2.31132 -1.55626 8.39411
H 2.98178 -0.16129 7.52217
H 1.47347 -0.01296 8.44940
H 1.83993 -1.74241 5.94328
H 0.99402 -0.18483 5.98312
H -0.44734 -1.13392 7.50753
C 11.18834 -1.14620 -2.00747
C 10.40054 0.08569 -1.60720
O 11.27955 1.11130 -1.15568
H 11.77544 -1.51607 -1.16371
H 10.52265 -1.94179 -2.34943
H 11.89411 -0.91037 -2.80880
H 9.71256 -0.14859 -0.79238
H 9.81827 0.46754 -2.45201
H 11.87980 1.32175 -1.88255
C 1.04723 -5.03741 -5.06019
C -0.04627 -4.06371 -5.45311
O -0.89838 -3.81531 -4.34629
H 0.61509 -5.98088 -4.71868
H 1.71244 -5.23893 -5.90253
H 1.64041 -4.63904 -4.23165
H -0.64573 -4.47545 -6.26666
H 0.37741 -3.11078 -5.78669
H -0.35180 -3.43907 -3.64448
```

Summary:
calculated total energy = -4503.4591 Ha
F_max = 7.43 eV/Å
highest occupied orbital energy = -11.10 eV
charge = +1

***

(4)
A single CH4N2O2 molecule in a non-equilibrium geometry. Source: OMol25; level of theory: the ωB97M-V functional and the def2-TZVPD basis.

XYZ file:
```
9
CH4N2O2 | OMol25 | the ωB97M-V functional and the def2-TZVPD basis
C 0.03057 0.74223 -0.02514
H -2.58972 -0.70926 -0.33302
H -0.33901 -1.01076 0.54359
H -0.48981 1.69780 0.07624
H 2.59779 -0.57689 -0.28809
N -0.76145 -0.36894 -0.15013
N 1.26490 0.68516 0.01366
O -2.07872 -0.07919 0.08927
O 1.71787 -0.67928 0.04916
```

Summary:
calculated total energy = -300.3642 Ha
F_max = 3.34 eV/Å
highest occupied orbital energy = -9.16 eV
charge = 0

***

(5)
A single C5H15N2OP molecule. Source: OMol25; level of theory: the ωB97M-V functional and the def2-TZVPD basis.

XYZ file:
```
24
C5H15N2OP | OMol25 | the ωB97M-V functional and the def2-TZVPD basis
C -1.77590 -1.69156 -2.12405
C -0.61556 -0.71843 -2.03356
O 0.48590 -1.28353 -2.74605
C -0.20093 -0.43818 -0.58656
P 1.07246 0.88994 -0.48841
N 0.01946 2.25253 -0.27731
C 1.78402 0.56260 1.19572
C 0.91116 0.02992 2.32562
N -0.33454 0.78831 2.49633
H -1.68559 -2.49073 -1.38484
H -1.79595 -2.14446 -3.11532
H -2.72882 -1.18719 -1.95540
H -0.90241 0.23349 -2.49829
H 1.04207 -0.56785 -3.07169
H 0.23530 -1.36028 -0.18939
H -1.06362 -0.18105 0.03581
H 0.45970 3.00025 0.24810
H -0.81799 1.99613 0.23798
H 2.27789 1.49628 1.49119
H 2.60267 -0.14680 1.02649
H 1.51700 0.00548 3.24274
H 0.63606 -1.00677 2.11994
H -0.15492 1.67965 2.94623
H -0.96748 0.28224 3.10469
```

Summary:
calculated total energy = -725.6115 Ha
F_max = 0.32 eV/Å
highest occupied orbital energy = -8.13 eV
charge = 0